Entry 1:
The following is a quantum chemistry calculation of a cluster of 2 separate species, C4H9IS in total at a distorted geometry, from the Open Molecules 2025 dataset.

Properties
* spin multiplicity: 1
* orbital gap: 8.5 eV
* relative energy (zero: lowest compared OMol25 entry of this formula, charge and spin): 34.1 kcal per mole

```
15
C4H9IS, DFT ωB97M-V/def2-TZVPD
C 0.597 1.391 -0.511
C -0.566 -1.651 0.901
C -0.544 0.567 -0.991
C -0.088 -1.619 -0.517
S -2.167 0.902 -0.445
I -1.095 -2.883 -1.867
H 0.606 2.348 -1.048
H 1.543 0.887 -0.722
H 0.529 1.596 0.558
H -0.415 -2.620 1.384
H -1.633 -1.422 0.946
H -0.030 -0.900 1.483
H -0.564 0.399 -2.062
H 0.981 -1.652 -0.661
H -1.838 1.388 0.755
```

Atomic partial charges in e from the Mulliken method, atoms 1 to 5: C -1.0833; C -1.0528; C -0.1221; C -0.4821; S -0.1508



Entry 2:
The following is a quantum chemistry calculation of an isolated molecule of C4H9N at a distorted geometry, from the Open Molecules 2025 dataset.

Properties
* spin multiplicity: 1
* SMILES string: C/C=C/CN
* orbital gap: 9.9 eV
* relative energy (zero: lowest compared OMol25 entry of this formula, charge and spin): 29.3 kcal per mole

```
14
C4H9N, DFT ωB97M-V/def2-TZVPD
C 2.302 -0.192 0.000
C 0.964 0.466 -0.338
C -0.136 -0.053 0.232
C -1.445 0.579 0.235
H 2.209 -1.263 0.218
H 2.983 -0.237 -0.950
H 2.870 0.288 0.802
H 0.936 1.270 -1.005
H -0.059 -0.977 0.846
H -1.756 0.756 1.295
H -1.527 1.617 -0.247
H -2.755 -0.968 0.431
H -2.146 -0.992 -1.167
N -2.440 -0.293 -0.353
```

Atomic partial charges in e from the Mulliken method, atoms 1 to 5: C -1.0328; C -0.0878; C -0.2660; C -0.4295; H 0.3153



Entry 3:
The following is a quantum chemistry calculation of a cluster of 2 separate species, C4H9N in total at a distorted geometry, from the Open Molecules 2025 dataset.

Properties
* spin multiplicity: 1
* SMILES string: C=CC.C=N
* orbital gap: 10.7 eV
* relative energy (zero: lowest compared OMol25 entry of this formula, charge and spin): 70.6 kcal per mole

```
14
C4H9N, DFT ωB97M-V/def2-TZVPD
C 4.058 0.328 -0.399
N 3.760 0.197 0.898
H 3.824 1.315 -0.776
H 4.229 -0.580 -1.085
H 3.417 -0.735 0.975
C -1.470 -0.838 0.557
C -2.397 0.459 0.422
C -2.761 0.871 -0.776
H -1.988 -1.789 0.665
H -0.803 -0.961 -0.411
H -0.853 -0.832 1.378
H -3.035 0.654 1.191
H -3.740 1.485 -0.966
H -2.241 0.427 -1.674
```

Atomic partial charges in e from the Mulliken method, atoms 1 to 5: C -0.2166; N -0.4838; H 0.2444; H 0.2163; H 0.2407



Entry 4:
The following is a quantum chemistry calculation of an isolated molecule of C4H9N at a distorted geometry, from the Open Molecules 2025 dataset.

Properties
* spin multiplicity: 1
* SMILES string: CC(C)=CN
* orbital gap: 9.0 eV
* relative energy (zero: lowest compared OMol25 entry of this formula, charge and spin): 16.9 kcal per mole

```
14
C4H9N, DFT ωB97M-V/def2-TZVPD
C 0.055 -1.416 -0.510
C -0.078 0.077 -0.236
C 0.362 0.717 0.818
N 1.304 0.211 1.800
C -0.916 0.835 -1.231
H -0.865 -1.932 -0.234
H 0.791 -1.792 0.201
H 0.347 -1.605 -1.545
H 0.099 1.753 1.063
H 1.198 -0.780 1.938
H 1.155 0.949 2.470
H -1.939 0.427 -1.329
H -0.480 0.671 -2.241
H -1.032 1.886 -0.964
```

Atomic partial charges in e from the Mulliken method, atoms 1 to 5: C -1.1425; C 0.5106; C -0.0988; N -0.5503; C -1.2199



Entry 5:
The following is a quantum chemistry calculation of a cluster of 2 separate species, C4H9N in total, from the Open Molecules 2025 dataset.

Properties
* spin multiplicity: 1
* SMILES string: C=CN.C=C
* orbital gap: 9.5 eV
* relative energy (zero: lowest compared OMol25 entry of this formula, charge and spin): 33.5 kcal per mole

```
14
C4H9N, DFT ωB97M-V/def2-TZVPD
C -0.883 0.859 2.360
C 0.153 1.665 2.488
H -1.452 0.561 3.243
H -1.214 0.410 1.432
H 0.472 2.067 3.444
H 0.710 1.965 1.613
C -0.654 -1.620 -1.292
C 0.555 -1.158 -1.599
N 0.771 0.159 -2.031
H -1.469 -0.914 -1.373
H -0.862 -2.610 -0.916
H 1.430 -1.801 -1.599
H 0.201 0.822 -1.517
H 1.734 0.456 -1.972
```

Atomic partial charges in e from the Mulliken method, atoms 1 to 5: C -0.3603; C -0.4153; H 0.2092; H 0.1457; H 0.2200



Entry 6:
The following is a quantum chemistry calculation of an isolated molecule of C4H9N at a distorted geometry, from the Open Molecules 2025 dataset.

Properties
* spin multiplicity: 1
* SMILES string: CN1CCC1
* orbital gap: 9.8 eV
* relative energy (zero: lowest compared OMol25 entry of this formula, charge and spin): 54.0 kcal per mole

```
14
C4H9N, DFT ωB97M-V/def2-TZVPD
C 1.717 -0.081 0.034
C -0.513 -1.078 -0.079
C -1.600 0.079 0.040
C -0.370 1.083 -0.118
H 2.242 0.944 -0.071
H 1.644 -0.336 1.208
H 2.428 -0.813 -0.487
H -0.313 -1.603 0.916
H -0.960 -1.798 -0.952
H -2.228 -0.007 -0.865
H -2.098 0.103 0.981
H -0.128 1.741 0.904
H -0.268 1.836 -0.985
N 0.449 -0.070 -0.525
```

Atomic partial charges in e from the Mulliken method, atoms 1 to 5: C -0.8750; C -0.4469; C -0.4746; C -0.4671; H 0.2812



Entry 7:
The following is a quantum chemistry calculation of a cluster of 2 separate species, C4H9N in total at a distorted geometry, from the Open Molecules 2025 dataset.

Properties
* spin multiplicity: 1
* SMILES string: C=CC.C=N
* orbital gap: 10.7 eV
* relative energy (zero: lowest compared OMol25 entry of this formula, charge and spin): 63.6 kcal per mole

```
14
C4H9N, DFT ωB97M-V/def2-TZVPD
C 2.369 -3.943 -0.871
N 2.908 -2.779 -0.749
H 2.221 -4.646 -0.123
H 2.227 -4.571 -1.701
H 3.221 -2.279 -1.609
C -1.062 1.119 1.093
C -1.263 2.573 0.618
C -2.026 2.844 -0.371
H -0.448 0.492 0.515
H -0.706 1.159 2.174
H -2.094 0.776 1.330
H -0.545 3.249 1.183
H -1.930 3.819 -0.864
H -2.871 2.186 -0.626
```

Atomic partial charges in e from the Mulliken method, atoms 1 to 5: C -0.2394; N -0.4946; H 0.2608; H 0.2319; H 0.2427



Entry 8:
The following is a quantum chemistry calculation of an isolated molecule of C4H9N, from the Open Molecules 2025 dataset.

Properties
* spin multiplicity: 1
* SMILES string: C[C@H]1CN1C
* orbital gap: 10.0 eV
* relative energy (zero: lowest compared OMol25 entry of this formula, charge and spin): 27.8 kcal per mole

```
14
C4H9N, DFT ωB97M-V/def2-TZVPD
C -0.326 -1.475 -0.575
C 0.776 -0.453 -0.393
C 0.580 0.928 -0.908
N 0.697 0.681 0.512
C -0.432 0.924 1.397
H -0.048 -2.164 -1.382
H -0.494 -2.072 0.330
H -1.272 -1.005 -0.861
H 1.777 -0.883 -0.413
H -0.421 1.118 -1.319
H 1.384 1.508 -1.359
H -0.123 1.684 2.125
H -1.332 1.296 0.880
H -0.704 0.020 1.957
```

Atomic partial charges in e from the Mulliken method, atoms 1 to 5: C -1.2278; C 0.2409; C -0.5654; N -0.2555; C -0.7318